# 1
ORCA calculation (ωB97M-V/def2-TZVPD) on C39H71BrCl18FN2O3 as an isolated structure at a distorted geometry.

- Strongest force on any atom: 0.1997 hartree/bohr
- 2S+1: 1
- Charge: +1

Each line ends with the Mulliken charge.
Cartesian coordinates (Å):
C  -6.120  5.162  0.145  -0.568
C  -5.556  5.161  -1.426  -0.180
O  -5.717  3.843  -2.058  -0.344
C  -4.428  3.208  -2.370  -0.609
C  -3.947  2.097  -1.216  -0.069
C  -2.613  1.270  -1.794  0.427
N  -1.907  1.842  -2.962  -0.722
N  -0.813  1.198  -3.434  0.233
C  -0.111  -0.073  -3.055  0.219
C  1.255  -0.649  -3.830  -0.191
C  2.425  0.492  -4.011  0.402
O  3.707  0.112  -3.772  -0.435
F  2.222  1.907  -4.395  -0.250
C  -0.766  -0.906  -1.760  -0.136
C  -0.152  -2.336  -1.212  -0.336
C  0.788  -2.151  0.119  -0.418
C  2.216  -2.914  -0.169  0.345
C  3.381  -1.781  -0.495  -0.557
C  3.623  -0.863  0.852  0.460
C  5.136  -0.228  0.835  0.200
C  5.198  1.403  0.992  -0.560
O  4.125  2.100  0.223  -0.275
C  4.653  3.464  0.002  -0.564
C  -2.061  -0.115  -1.142  0.492
C  -2.846  -0.730  0.183  -0.592
Br  -2.814  0.547  1.769  -0.093
C  -4.348  -1.314  -0.145  0.279
C  -4.447  -2.811  0.595  -0.852
H  -6.851  4.266  0.356  0.236
H  -6.726  6.165  0.352  -0.022
H  -5.211  5.190  0.910  0.260
H  -4.468  5.592  -1.439  0.204
H  -6.228  5.949  -2.014  0.269
H  -4.516  2.566  -3.373  0.315
H  -3.547  3.978  -2.579  0.268
H  -4.868  1.401  -1.024  0.078
H  -3.675  2.759  -0.266  0.233
H  -0.343  1.694  -4.255  0.301
H  1.748  -1.520  -3.178  0.065
H  1.009  -1.131  -4.872  0.533
H  0.397  -2.867  -2.124  0.535
H  -1.028  -3.089  -0.910  -0.099
H  0.886  -0.995  0.319  0.191
H  0.201  -2.607  1.024  0.386
H  2.177  -3.623  -1.118  0.039
H  2.480  -3.601  0.755  -0.189
H  4.343  -2.305  -0.905  0.458
H  2.988  -1.070  -1.364  -0.328
H  2.766  -0.033  0.870  0.172
H  3.400  -1.541  1.806  -0.322
H  5.650  -0.615  -0.170  0.363
H  5.711  -0.715  1.756  -0.649
H  5.134  1.652  2.136  0.257
H  6.233  1.771  0.570  0.381
H  5.287  3.832  0.930  0.223
H  3.773  4.241  -0.178  0.131
H  5.325  3.493  -0.955  0.289
H  -2.207  -1.669  0.553  0.143
H  -5.170  -0.658  0.379  0.341
H  -4.553  -1.524  -1.285  -0.349
H  -5.535  -3.250  0.572  0.337
H  -3.721  -3.547  -0.002  0.128
H  -3.997  -2.783  1.699  0.281
Cl  -9.902  6.446  -0.354  -0.170
C  -9.774  7.638  0.964  -0.534
C  -9.236  8.974  0.479  -0.410
Cl  -7.524  8.875  -0.005  -0.173
H  -9.142  7.210  1.748  0.328
H  -10.781  7.768  1.371  0.361
H  -9.294  9.713  1.283  0.298
H  -9.808  9.354  -0.374  0.315
Cl  4.370  5.402  3.228  -0.187
C  2.945  6.289  2.629  -0.459
C  3.330  7.544  1.863  -0.474
Cl  4.036  8.790  2.922  -0.152
H  2.305  6.520  3.486  0.393
H  2.399  5.604  1.973  0.255
H  2.441  7.986  1.404  0.323
H  4.050  7.326  1.068  0.304
Cl  -1.517  -2.281  -3.396  0.000
C  -2.348  -3.857  -3.437  -0.906
C  -3.706  -3.773  -4.116  -0.172
Cl  -4.881  -2.838  -3.158  -0.210
H  -2.434  -4.222  -2.409  0.353
H  -1.698  -4.543  -3.988  0.385
H  -4.124  -4.776  -4.237  0.203
H  -3.633  -3.313  -5.107  0.444
Cl  0.896  -6.225  -2.289  -0.089
C  0.110  -7.821  -2.192  -0.451
C  -0.785  -8.093  -3.390  -0.608
Cl  -2.228  -7.047  -3.405  -0.148
H  -0.450  -7.867  -1.252  0.279
H  0.910  -8.566  -2.148  0.332
H  -1.144  -9.126  -3.359  0.385
H  -0.251  -7.947  -4.334  0.324
Cl  0.909  -6.266  1.278  -0.102
C  2.274  -7.047  2.116  -0.483
C  3.520  -7.110  1.249  -0.143
Cl  3.330  -8.229  -0.124  -0.185
H  1.951  -8.045  2.431  0.402
H  2.474  -6.455  3.014  0.144
H  4.366  -7.475  1.839  0.353
H  3.784  -6.125  0.850  0.031
Cl  8.080  -1.211  2.731  -0.149
C  7.643  -2.644  3.696  -0.209
C  7.239  -3.822  2.825  -0.646
Cl  5.692  -3.540  1.987  0.029
H  6.841  -2.357  4.384  0.056
H  8.523  -2.905  4.291  0.382
H  7.105  -4.714  3.444  0.296
H  7.999  -4.044  2.069  0.337
Cl  2.531  -3.731  4.192  -0.064
C  2.659  -2.539  5.509  -0.618
C  3.197  -1.202  5.024  -0.549
Cl  4.909  -1.301  4.541  -0.165
H  3.291  -2.967  6.294  0.331
H  1.652  -2.408  5.917  0.323
H  3.138  -0.464  5.829  0.431
H  2.625  -0.823  4.172  0.255
Cl  -5.505  -6.893  -5.980  -0.161
C  -6.929  -6.006  -6.578  -0.500
C  -6.544  -4.751  -7.345  -0.442
Cl  -5.838  -3.505  -6.285  -0.142
H  -7.569  -5.775  -5.721  0.304
H  -7.475  -6.691  -7.235  0.357
H  -7.433  -4.309  -7.804  0.315
H  -5.824  -4.969  -8.139  0.313
Cl  4.507  11.226  7.598  -0.186
C  5.539  10.386  6.413  -0.126
C  6.268  9.201  7.025  -0.408
Cl  7.509  9.707  8.200  -0.183
H  6.238  11.117  5.995  0.333
H  4.882  10.044  5.608  -0.025
H  6.785  8.638  6.242  0.280
H  5.577  8.521  7.533  0.315

---

# 2
ORCA calculation (ωB97M-V/def2-TZVPD) on a 8-piece molecular cluster, C39H71ClNO28P overall at a distorted geometry.

- SMILES: CCCCC[C@@]1(P(O)O)OC(=O)O[C@]1(CC(=O)Cl)OC#N.CCOC(=O)OC.CCOC(=O)OC.CCOC(=O)OC.CCOC(=O)OC.CCOC(=O)OC.CCOC(=O)OC.CCOC(=O)OC
- Strongest force on any atom: 0.0237 hartree/bohr
- 2S+1: 1

Each line ends with the Mulliken charge.
Cartesian coordinates (Å):
C  6.752  -2.363  3.968  -1.093
C  6.933  -1.965  2.486  -0.571
C  5.677  -1.368  1.830  -0.447
C  4.863  -2.397  1.025  -0.486
C  4.000  -3.332  1.902  -1.656
C  2.491  -3.076  1.936  1.523
P  1.519  -3.307  0.313  -0.132
O  1.443  -1.767  -0.252  -0.402
O  2.634  -4.001  -0.655  -0.524
O  1.995  -4.151  2.807  -0.504
C  2.063  -3.703  4.082  0.335
O  1.831  -4.328  5.052  -0.517
O  2.432  -2.355  4.069  -0.449
C  2.001  -1.900  2.815  1.104
C  2.396  -0.499  2.382  -0.868
C  2.539  0.614  3.412  0.224
O  2.139  1.708  3.195  -0.434
Cl  3.417  0.280  4.901  -0.155
O  0.546  -2.006  2.794  -0.325
C  -0.049  -1.190  3.609  0.579
N  -0.594  -0.473  4.326  -0.610
H  7.518  -1.892  4.580  0.325
H  5.789  -2.014  4.346  0.255
H  6.770  -3.443  4.111  0.297
H  7.721  -1.212  2.427  0.223
H  7.310  -2.810  1.906  0.340
H  5.920  -0.512  1.198  0.335
H  5.042  -1.008  2.642  -0.181
H  5.570  -2.998  0.449  0.602
H  4.230  -1.878  0.298  0.335
H  4.422  -3.374  2.906  0.688
H  4.076  -4.347  1.507  0.376
H  2.296  -1.357  -0.449  0.353
H  3.552  -3.749  -0.489  0.388
H  3.316  -0.510  1.805  0.554
H  1.607  -0.155  1.716  0.456
C  -2.577  -3.018  1.948  -1.049
C  -3.001  -1.565  1.894  0.025
O  -3.535  -1.210  0.607  -0.375
C  -4.779  -1.621  0.369  0.596
O  -5.491  -2.224  1.130  -0.586
O  -5.110  -1.233  -0.864  -0.300
C  -6.410  -1.659  -1.296  -0.482
H  -1.876  -3.240  1.141  0.228
H  -2.094  -3.235  2.901  0.292
H  -3.435  -3.679  1.841  0.476
H  -2.142  -0.912  2.028  0.155
H  -3.724  -1.327  2.674  0.273
H  -7.174  -1.364  -0.580  0.030
H  -6.428  -2.738  -1.434  0.365
H  -6.589  -1.168  -2.248  0.308
C  1.247  4.725  3.295  -0.947
C  0.761  6.149  3.146  -0.338
O  1.458  6.850  2.100  -0.343
C  1.077  6.556  0.860  0.805
O  0.201  5.793  0.542  -0.560
O  1.830  7.266  0.015  -0.340
C  1.560  7.014  -1.366  -0.629
H  2.327  4.701  3.447  0.279
H  0.766  4.249  4.150  0.379
H  1.021  4.136  2.408  0.305
H  0.969  6.722  4.047  0.295
H  -0.312  6.190  2.958  0.321
H  0.503  7.150  -1.587  0.293
H  1.865  6.003  -1.633  0.284
H  2.150  7.735  -1.924  0.216
C  -3.897  1.757  -2.214  -0.797
C  -3.149  1.781  -3.530  -0.314
O  -4.046  1.560  -4.634  -0.398
C  -4.848  2.573  -4.937  0.875
O  -4.860  3.658  -4.415  -0.567
O  -5.684  2.160  -5.896  -0.373
C  -6.716  3.093  -6.210  -0.453
H  -4.473  0.839  -2.106  0.079
H  -3.198  1.823  -1.379  0.429
H  -4.588  2.597  -2.148  0.267
H  -2.432  0.966  -3.590  0.311
H  -2.610  2.719  -3.665  0.342
H  -6.312  4.073  -6.452  0.303
H  -7.406  3.171  -5.370  0.086
H  -7.252  2.703  -7.071  0.255
C  -8.132  1.158  2.312  -0.795
C  -8.938  2.394  1.978  -0.222
O  -8.326  3.168  0.930  -0.402
C  -8.483  2.689  -0.298  0.812
O  -9.101  1.697  -0.601  -0.598
O  -7.814  3.463  -1.146  -0.397
C  -7.901  3.050  -2.513  -0.602
H  -7.104  1.428  2.558  0.321
H  -8.572  0.644  3.167  0.389
H  -8.107  0.464  1.473  0.002
H  -8.978  3.067  2.832  0.302
H  -9.961  2.144  1.696  0.297
H  -8.939  2.991  -2.837  0.402
H  -7.410  2.086  -2.647  0.199
H  -7.378  3.802  -3.096  0.230
C  5.657  -4.150  -5.042  -1.079
C  6.918  -3.911  -4.241  -0.146
O  7.257  -2.514  -4.174  -0.371
C  6.541  -1.789  -3.322  0.784
O  5.673  -2.200  -2.591  -0.547
O  6.950  -0.524  -3.405  -0.354
C  6.234  0.393  -2.574  -0.339
H  5.750  -3.709  -6.035  0.306
H  5.481  -5.220  -5.150  0.364
H  4.791  -3.707  -4.554  0.286
H  7.773  -4.379  -4.724  0.296
H  6.837  -4.315  -3.232  0.262
H  6.242  0.063  -1.537  0.013
H  5.208  0.499  -2.924  0.296
H  6.751  1.344  -2.659  0.234
C  13.141  1.521  0.408  -1.101
C  12.363  0.274  0.769  -0.172
O  11.875  0.319  2.120  -0.365
C  10.803  1.083  2.316  0.820
O  10.200  1.697  1.474  -0.567
O  10.497  1.041  3.615  -0.348
C  9.404  1.886  3.985  -0.611
H  13.948  1.685  1.123  0.292
H  13.573  1.416  -0.588  0.361
H  12.498  2.399  0.413  0.315
H  13.008  -0.602  0.736  0.294
H  11.531  0.108  0.085  0.297
H  8.527  1.680  3.375  0.246
H  9.687  2.932  3.886  0.308
H  9.177  1.672  5.025  0.237
C  -10.419  -1.657  0.129  -1.223
C  -9.906  -1.179  -1.212  0.279
O  -9.279  -2.248  -1.954  -0.108
C  -10.105  -3.112  -2.532  0.604
O  -11.309  -3.070  -2.525  -0.572
O  -9.368  -4.044  -3.146  -0.321
C  -10.130  -5.078  -3.772  -0.689
H  -9.616  -2.129  0.697  0.280
H  -10.803  -0.811  0.699  0.296
H  -11.220  -2.386  0.010  0.444
H  -9.134  -0.436  -1.072  -0.153
H  -10.699  -0.730  -1.809  0.439
H  -10.865  -4.660  -4.457  0.305
H  -10.631  -5.687  -3.021  0.293
H  -9.418  -5.687  -4.321  0.216

---

Summary of E_HOMO in eV
-11.3; -10.1
(order as listed above)
Summary of E in eV
-348860.8362; -122227.5564
(order as listed above)